No. 1
105
Properties=species:S:1:pos:R:3:mulliken_charge:R:1 method="wB97M-V/def2-TZVPD" orbital_gap_ha=0.2714 total_charge=-1 total_energy_ev=-143523.0684
C 0.6361 2.4149 2.7240 -0.78
C 0.5179 1.6184 1.4398 -0.41
Cl 0.8132 -0.1024 1.6433 0.00
C 0.2203 2.1337 0.2800 0.59
Cl -0.1054 3.8952 0.1357 -0.34
Ga 0.1051 1.0776 -1.5128 0.09
C -1.3194 1.9186 -2.7521 -0.93
C -2.6569 2.2437 -2.0444 -0.76
C -3.0820 1.0548 -1.1419 -0.12
C -4.6103 1.0975 -1.0176 -0.78
O -5.1379 0.3185 0.0775 -0.38
C -4.8826 -0.9853 -0.0243 0.09
O -4.7093 -1.5402 -1.0556 -0.50
C 1.9146 1.4347 -2.4790 -1.12
C 2.9894 0.3618 -2.2893 0.28
C 2.5530 -0.9559 -2.9430 -1.24
Cl 3.5417 0.1645 -0.5866 -0.22
H 1.6335 2.1788 3.1222 0.29
H 0.6539 3.4847 2.5216 0.02
H -0.1263 2.1408 3.4580 0.32
H -0.1865 -0.4748 -1.2656 -0.32
H -1.5135 1.2305 -3.5885 0.24
H -0.8989 2.8348 -3.1954 0.46
H -2.6417 3.1719 -1.4630 0.29
H -3.4494 2.3622 -2.8087 0.48
H -2.7428 0.1326 -1.6176 0.29
H -2.5845 1.1727 -0.1720 0.17
H -4.8766 2.1514 -0.8957 0.39
H -5.0752 0.7939 -1.9612 0.37
H -4.8373 -1.5629 0.9109 0.41
H 1.6611 1.4857 -3.5471 0.36
H 2.2284 2.4339 -2.1532 0.46
H 3.8724 0.6930 -2.8550 0.33
H 2.3095 -0.7236 -3.9834 0.31
H 3.3436 -1.7083 -2.8610 0.41
H 1.6598 -1.3282 -2.4323 0.15
C -0.7994 -3.4494 1.5705 -0.76
O 0.3119 -4.2929 1.8235 -0.33
C 1.4242 -3.6181 2.3913 -0.24
C 1.9982 -4.3714 3.5774 -0.38
O 1.1735 -4.4385 4.7361 -0.48
C -0.0335 -5.1813 4.6745 -0.22
C 0.1165 -6.6859 4.5187 -0.52
O 0.6388 -7.0474 3.2508 -0.27
C 1.6834 -7.9939 3.3024 -0.83
H -0.6704 -2.9329 0.6157 0.33
H -1.6898 -4.0790 1.5216 0.24
H -0.9441 -2.7187 2.3718 0.36
H 1.1592 -2.6018 2.7006 0.12
H 2.1958 -3.5486 1.6152 0.40
H 2.8922 -3.8285 3.8967 0.42
H 2.3420 -5.3658 3.2891 0.11
H -0.7053 -4.7706 3.9207 0.03
H -0.5214 -5.0118 5.6391 0.42
H -0.8805 -7.1381 4.6001 0.37
H 0.7376 -7.0753 5.3323 0.34
H 2.3488 -7.8199 4.1540 0.39
H 2.2719 -7.8896 2.3899 0.24
H 1.2783 -9.0110 3.3459 0.29
C -4.3111 -3.7061 -3.2439 -0.76
O -4.2297 -3.9827 -4.6342 -0.35
C -5.1054 -3.2053 -5.4271 -0.46
C -4.4052 -2.6066 -6.6346 -0.28
O -3.4342 -1.6094 -6.3565 -0.48
C -2.2409 -1.9777 -5.6735 0.08
C -1.2937 -2.8877 -6.4350 -0.64
O -1.8305 -4.1908 -6.6236 -0.28
C -1.7023 -4.6834 -7.9380 -0.83
H -5.1439 -4.2578 -2.7961 0.33
H -3.3785 -4.0339 -2.7846 0.29
H -4.4250 -2.6408 -3.0499 0.38
H -5.5663 -2.4013 -4.8429 0.27
H -5.9031 -3.8717 -5.7834 0.39
H -5.1709 -2.0973 -7.2281 0.42
H -3.9949 -3.3832 -7.2823 0.07
H -2.4661 -2.3769 -4.6854 -0.04
H -1.7084 -1.0382 -5.5038 0.32
H -0.3773 -2.9960 -5.8428 0.36
H -1.0320 -2.4226 -7.3912 0.37
H -1.8586 -3.8978 -8.6845 0.38
H -2.4710 -5.4440 -8.0852 0.23
H -0.7189 -5.1446 -8.0815 0.30
C 2.3047 8.4755 2.0504 -0.79
O 2.4035 8.0741 3.4029 -0.31
C 1.5937 6.9544 3.7304 -0.44
C 2.3519 5.9081 4.5272 -0.39
O 3.3827 5.2231 3.8316 -0.41
C 4.5355 5.9418 3.4240 -0.30
C 5.4328 6.4492 4.5402 -0.53
O 4.8160 7.4751 5.3046 -0.29
C 4.9286 7.3032 6.7005 -0.82
H 1.4285 9.1149 1.9048 0.30
H 3.2036 9.0431 1.8066 0.23
H 2.2527 7.6162 1.3755 0.37
H 1.1750 6.4900 2.8314 0.27
H 0.7631 7.3216 4.3464 0.38
H 1.6309 5.1322 4.8000 0.49
H 2.7235 6.3120 5.4703 0.08
H 4.2715 6.7428 2.7333 0.10
H 5.1257 5.2266 2.8446 0.42
H 6.3331 6.8806 4.0846 0.37
H 5.7369 5.6087 5.1720 0.35
H 4.8329 6.2522 6.9902 0.39
H 4.1143 7.8565 7.1708 0.23
H 5.8818 7.7051 7.0612 0.30


No. 2
99
Properties=species:S:1:pos:R:3:mulliken_charge:R:1 method="wB97M-V/def2-TZVPD" orbital_gap_ha=0.3287 total_charge=+1 total_energy_ev=-58381.5701
C -1.9754 -2.9955 1.7000 -1.11
C -0.4792 -3.1669 1.9991 -0.16
C 0.3249 -3.7275 0.8229 -0.97
S 1.1101 -2.5627 -0.3407 0.30
C 1.1975 -0.9274 0.4006 -0.73
C -0.1934 -0.2977 0.5694 0.41
C -0.4026 0.3389 1.9470 -0.28
F 0.8251 0.6797 2.5155 -0.43
C 2.8119 -3.1074 -0.2980 -0.96
C 3.5212 -3.1097 1.0694 0.41
O 4.0755 -4.4060 1.2429 -0.59
C 4.6672 -2.0676 1.1783 -1.25
N 4.5061 -0.8930 0.3185 -0.32
H -2.5037 -3.9333 1.8783 0.48
H -2.1670 -2.6979 0.6658 0.28
H -2.4349 -2.2392 2.3415 -0.01
H -0.3570 -3.8881 2.8108 0.73
H -0.0289 -2.2431 2.3675 -0.10
H 1.1433 -4.3618 1.1651 0.61
H -0.3146 -4.3328 0.1770 0.51
H 1.8019 -0.4034 -0.3438 0.41
H 1.7745 -0.9477 1.3227 0.62
H -0.9683 -1.0455 0.3932 -0.71
H -0.3446 0.4434 -0.2159 0.57
H -0.9141 -0.3304 2.6404 -0.23
H -0.9928 1.2524 1.8667 0.48
H 2.7696 -4.1376 -0.6593 0.56
H 3.3204 -2.4903 -1.0386 0.45
H 2.8053 -2.9240 1.8788 0.36
H 3.7207 -4.8333 2.0273 0.38
H 5.5889 -2.6046 0.9504 0.48
H 4.7422 -1.7659 2.2265 0.31
H 4.2829 -0.0805 0.8798 0.24
H 5.3770 -0.6580 -0.1431 0.21
C 1.0853 3.6836 3.5732 -0.18
C 2.0707 4.8132 3.8757 -0.64
C 1.1426 6.0215 3.9305 -0.45
O -0.1102 5.5363 4.4149 -0.43
C -0.1241 4.1136 4.3964 -0.35
H 1.4497 2.6961 3.8495 0.20
H 0.8379 3.6745 2.5087 0.21
H 2.5423 4.6509 4.8467 0.29
H 2.8561 4.9234 3.1292 0.35
H 0.9995 6.4554 2.9352 0.25
H 1.4943 6.8061 4.6002 0.31
H -0.0543 3.7361 5.4230 0.28
H -1.0753 3.7817 3.9742 0.16
C 3.7401 1.9950 -3.4201 -0.49
C 4.9428 1.7747 -4.3381 -0.55
C 6.0848 1.6981 -3.3331 -0.52
O 5.5240 1.1272 -2.1443 -0.44
C 4.1023 1.1135 -2.2318 0.19
H 2.7894 1.7205 -3.8720 0.21
H 3.6832 3.0411 -3.1145 0.32
H 4.8425 0.8291 -4.8748 0.25
H 5.0840 2.5684 -5.0694 0.37
H 6.4767 2.6922 -3.0999 0.28
H 6.9107 1.0690 -3.6634 0.28
H 3.7705 0.0770 -2.3761 -0.07
H 3.6990 1.4726 -1.2813 0.15
C -3.9122 -0.0535 -2.7915 -0.54
C -4.3821 0.5100 -1.4511 -0.78
C -4.0095 -0.6174 -0.4976 -0.12
O -2.8370 -1.2305 -1.0523 -0.31
C -2.6323 -0.7723 -2.3949 -0.25
H -3.7370 0.7045 -3.5524 0.30
H -4.6452 -0.7654 -3.1764 0.27
H -3.8255 1.4172 -1.2058 0.28
H -5.4439 0.7460 -1.4244 0.40
H -4.8046 -1.3668 -0.4362 0.28
H -3.7838 -0.2752 0.5146 0.03
H -1.7767 -0.0874 -2.4199 0.10
H -2.4041 -1.6297 -3.0298 0.31
C -5.1059 -1.0548 5.3979 -0.60
C -4.3662 0.2508 5.6877 -0.59
C -3.4131 0.3303 4.5036 -0.25
O -4.0793 -0.3023 3.4082 -0.29
C -5.2368 -1.0025 3.8816 -0.37
H -6.0698 -1.1295 5.8974 0.37
H -4.4981 -1.9104 5.6997 0.24
H -5.0608 1.0920 5.6703 0.28
H -3.8471 0.2574 6.6444 0.34
H -2.4809 -0.2127 4.7067 0.24
H -3.1646 1.3532 4.2163 0.14
H -6.1338 -0.4547 3.5781 0.28
H -5.2604 -1.9884 3.4155 0.25
C -0.2529 -0.8883 -6.7662 -0.53
C -1.5695 -0.5111 -7.4456 -0.60
C -2.3767 0.0157 -6.2671 -0.38
O -1.4347 0.5991 -5.3629 -0.38
C -0.1103 0.2305 -5.7412 -0.18
H 0.5934 -0.9416 -7.4493 0.36
H -0.3502 -1.8542 -6.2658 0.26
H -1.4054 0.2802 -8.1788 0.26
H -2.0571 -1.3450 -7.9471 0.34
H -2.9025 -0.7980 -5.7545 0.21
H -3.1073 0.7734 -6.5507 0.32
H 0.3975 1.1009 -6.1714 0.22
H 0.4323 -0.0762 -4.8438 0.11


No. 3
128
Properties=species:S:1:pos:R:3:mulliken_charge:R:1 method="wB97M-V/def2-TZVPD" orbital_gap_ha=0.3337 total_charge=0 smiles="O=S1(=O)OCCO1.O=S1(=O)OCCO1.O=S1(=O)OCCO1.O=S1(=O)OCCO1.O=S1(=O)OCCO1.O=S1(=O)OCCO1.CNC(C)=O.CNC(C)=O.CNC(C)=O.C1CCOC1.C1CCOC1" total_energy_ev=-159911.5131
C 18.5370 -8.9691 -8.5588 -0.87
C 19.2471 -8.0192 -7.6598 0.76
O 20.2275 -8.3986 -7.0725 -0.71
N 18.8383 -6.7911 -7.4139 0.22
C 17.6422 -6.1336 -7.9828 -0.20
H 18.9751 -8.8382 -9.5483 0.27
H 17.4659 -8.7684 -8.5358 0.16
H 18.6106 -10.0086 -8.2391 0.30
H 19.3493 -6.3125 -6.6859 0.14
H 17.7388 -6.0727 -9.0668 0.39
H 17.6124 -5.0953 -7.6523 -0.38
H 16.6605 -6.4238 -7.6085 -0.10
C 19.5849 -2.2882 -8.3621 -0.03
C 20.5925 -3.1323 -7.4877 0.21
O 20.2426 -4.1791 -6.9316 -0.58
N 21.8006 -2.5597 -7.3441 -0.21
C 22.9102 -3.1388 -6.5751 -0.84
H 19.1562 -3.0030 -9.0646 0.07
H 20.1613 -1.5246 -8.8844 0.44
H 18.7224 -1.8866 -7.8302 -0.31
H 21.9975 -1.9397 -8.1167 0.27
H 23.6867 -2.3882 -6.4276 0.35
H 23.3562 -3.9341 -7.1724 0.30
H 22.6102 -3.4614 -5.5781 0.25
C 8.7772 -1.5679 -4.8168 -1.28
C 9.0327 -1.8950 -6.2455 0.71
O 10.0825 -2.4351 -6.6097 -0.32
N 8.0011 -1.6223 -7.1150 -0.18
C 8.0870 -1.9423 -8.5925 -0.66
H 7.8587 -1.9331 -4.3573 0.39
H 8.7634 -0.4880 -4.6695 0.36
H 9.6160 -1.9184 -4.2154 0.17
H 7.2005 -1.0732 -6.8366 0.21
H 7.3282 -2.7096 -8.7457 0.36
H 9.0347 -2.4380 -8.8026 -0.05
H 7.8669 -1.1693 -9.3289 0.33
C 11.4274 -3.1250 -13.3956 -0.36
C 10.0690 -3.6453 -12.9490 -0.48
O 9.8345 -2.8521 -11.8742 -0.37
S 11.2316 -2.7806 -10.8828 1.13
O 11.3948 -4.0253 -10.1167 -0.48
O 11.3846 -1.5239 -10.1543 -0.35
O 12.1318 -2.7532 -12.2442 -0.32
H 11.3270 -2.3028 -14.1041 0.33
H 11.9484 -4.0030 -13.7774 0.29
H 10.1782 -4.6783 -12.6187 0.31
H 9.3104 -3.5146 -13.7207 0.30
C 17.0167 -5.1709 -2.3906 0.33
C 18.2986 -4.6498 -3.0413 -0.38
O 17.8145 -3.4504 -3.6919 -0.14
S 16.7354 -2.6422 -2.7306 0.90
O 15.6117 -2.1090 -3.4903 -0.36
O 17.4308 -1.7378 -1.7817 -0.60
O 16.3978 -4.0092 -1.8702 -0.39
H 17.1749 -5.9123 -1.6074 0.44
H 16.4114 -5.6638 -3.1513 -0.38
H 18.7955 -5.2505 -3.8031 0.27
H 18.9277 -4.2011 -2.2725 0.29
C 11.9301 0.9900 -7.4683 0.91
C 11.4379 1.9403 -8.5560 -0.18
O 11.6858 3.2419 -8.2273 -0.43
S 12.6554 3.3431 -6.8574 1.06
O 12.1319 4.3230 -5.8977 -0.57
O 14.0510 3.4847 -7.2560 -0.49
O 12.2678 1.7715 -6.3895 -0.34
H 12.8243 0.5077 -7.8630 -0.52
H 11.2365 0.2147 -7.1426 -0.07
H 10.3712 1.8760 -8.7708 0.33
H 12.0167 1.7001 -9.4478 0.24
C 17.1528 1.1130 -6.2859 0.18
C 15.6859 0.8520 -5.8750 0.45
O 15.3015 2.0014 -5.1499 -0.26
S 16.6238 2.5486 -4.2203 1.03
O 16.4731 2.0820 -2.8188 -0.52
O 16.7507 4.0004 -4.4705 -0.55
O 17.7669 1.5936 -5.0719 -0.43
H 17.1083 1.7980 -7.1326 0.40
H 17.5916 0.1852 -6.6530 -0.10
H 15.4773 -0.0841 -5.3570 -0.01
H 15.1692 0.8347 -6.8346 -0.21
C 14.9937 -9.0898 -6.4333 -0.07
C 14.0870 -8.2236 -5.6415 0.13
O 13.1224 -7.7688 -6.5663 -0.21
S 13.3315 -8.2307 -8.1426 1.16
O 14.1868 -7.2734 -8.8608 -0.49
O 12.0968 -8.6841 -8.8032 -0.62
O 14.2968 -9.4671 -7.6210 -0.39
H 15.2652 -10.0105 -5.9170 0.41
H 15.8634 -8.4784 -6.6740 -0.12
H 14.5617 -7.4088 -5.0949 -0.12
H 13.6240 -8.8696 -4.8955 0.41
C 14.0579 -4.0591 -8.3223 -0.34
C 13.3686 -2.9285 -7.6221 0.72
O 14.1104 -2.6210 -6.5203 -0.15
S 15.6173 -3.3951 -6.5005 0.82
O 15.5004 -4.5834 -5.6427 -0.19
O 16.7253 -2.4209 -6.2812 -0.36
O 15.4211 -3.8585 -8.1126 0.13
H 13.8709 -4.0329 -9.3958 0.59
H 13.7791 -5.0638 -8.0046 -0.53
H 12.4156 -3.2824 -7.2290 -0.06
H 13.1819 -2.0677 -8.2642 -0.38
C 16.7541 -1.4973 -10.8026 -0.31
C 17.5183 -0.2854 -10.4478 0.17
C 16.5416 0.8379 -10.7425 -0.69
O 15.3489 0.2764 -10.1927 -0.39
C 15.3633 -1.1168 -10.3082 0.96
H 17.1258 -2.3567 -10.2445 -0.04
H 16.8049 -1.7570 -11.8600 0.38
H 18.4188 -0.1672 -11.0505 0.47
H 17.7460 -0.3337 -9.3829 -0.41
H 16.4568 1.0722 -11.8037 0.29
H 16.7305 1.7347 -10.1525 0.34
H 14.6285 -1.4554 -11.0386 -0.08
H 15.0658 -1.5931 -9.3740 -0.88
C 11.7135 -4.1432 -4.1597 -0.06
C 11.3359 -5.3940 -5.0279 0.44
C 11.4269 -6.4777 -4.0947 -0.78
O 12.6996 -6.1392 -3.5120 -0.44
C 12.7712 -4.7336 -3.1728 0.08
H 10.8779 -3.9137 -3.4985 0.18
H 12.0756 -3.2939 -4.7391 0.01
H 11.9927 -5.6099 -5.8706 -0.49
H 10.3234 -5.3037 -5.4213 0.37
H 11.5516 -7.4203 -4.6276 0.29
H 10.5366 -6.5428 -3.4693 0.30
H 13.6805 -4.1365 -3.2424 -0.23
H 12.4746 -4.6044 -2.1319 0.32


No. 4
108
Properties=species:S:1:pos:R:3:mulliken_charge:R:1 method="wB97M-V/def2-TZVPD" orbital_gap_ha=0.2503 total_charge=+1 total_energy_ev=-227960.2754
C -3.5592 -1.8665 5.2838 -1.66
C -2.5722 -2.0118 4.1095 0.93
C -1.5825 -3.1180 4.5220 -1.77
C -3.3396 -2.5216 2.8519 -1.57
C -3.2386 -1.6552 1.5859 -1.30
C -2.0777 -1.9333 0.6196 1.54
C -2.0240 -3.3780 0.1256 -1.43
C -3.1799 -3.9492 -0.6987 -0.72
C -4.4627 -4.2234 0.0774 -1.45
I -5.5511 -5.8743 -0.7234 0.10
N -0.8281 -1.7708 1.4751 -0.06
C 0.2822 -1.5158 0.7534 -0.68
N 1.3919 -1.1262 1.4361 0.30
S 1.4899 -0.9933 3.0891 1.26
O 0.4416 -0.1393 3.5009 -0.58
O 2.8234 -0.6469 3.4044 -0.58
F 1.2199 -2.4164 3.5569 -0.17
N 0.2864 -1.6209 -0.5828 0.87
P 1.6671 -2.2812 -1.4113 0.49
C 3.1278 -1.1828 -1.5025 -0.84
C 2.1437 -3.8958 -0.6801 -1.20
C -0.7206 -0.7632 -1.3084 1.00
C -0.1002 0.6567 -1.2302 -1.64
C -0.8942 1.8005 -1.8781 -1.47
C -1.4200 2.8546 -0.8715 -0.28
C -0.9405 4.2684 -1.2247 -1.20
N -1.7938 4.7965 -2.3194 -0.36
C -1.1680 4.7500 -3.5962 0.35
N -1.5231 3.8610 -4.4282 -0.51
N -0.1567 5.6931 -3.8771 -0.59
C -0.9952 -1.1130 -2.7852 -1.60
Br 0.3747 -0.4042 -4.0188 0.04
C -1.2562 -2.6339 -3.1386 0.32
C -2.5885 -2.7547 -3.8962 -1.52
Br 0.0767 -3.3914 -4.3763 -0.05
C -2.0115 -0.7475 -0.3964 -0.92
P -3.5797 -0.1535 -1.2742 0.26
C -4.3597 0.9936 -0.0464 -1.52
O -4.6654 -1.4018 -1.3566 -0.56
H -3.0057 -1.9817 6.2130 0.43
H -4.2514 -2.7038 5.2563 0.42
H -4.0871 -0.9180 5.2801 0.37
H -2.0606 -1.0683 3.9222 0.25
H -2.1545 -4.0253 4.6976 0.44
H -1.0042 -2.8338 5.3949 0.49
H -0.9270 -3.3238 3.6763 0.25
H -4.3934 -2.5160 3.1218 0.51
H -3.0846 -3.5649 2.6964 0.31
H -4.1834 -1.7162 1.0600 0.45
H -3.1308 -0.6172 1.9078 0.98
H -1.1028 -3.5832 -0.4084 -0.11
H -1.9432 -4.0082 1.0117 0.84
H -2.8422 -4.9340 -1.0240 0.99
H -3.3832 -3.4082 -1.6146 -0.19
H -5.1137 -3.3626 0.1427 0.42
H -4.2162 -4.5097 1.0932 0.51
H -0.9974 -0.9765 2.0998 0.43
H 2.2365 -0.8759 0.9320 0.04
H 3.4975 -1.1691 -2.5211 0.53
H 2.9697 -0.1775 -1.1306 -0.08
H 3.9306 -1.6068 -0.8913 0.40
H 2.8087 -3.7696 0.1735 0.41
H 2.6649 -4.4137 -1.4763 0.45
H 1.2370 -4.4136 -0.3858 0.28
H 0.9244 0.6232 -1.5843 0.85
H -0.0042 0.9102 -0.1683 0.38
H -0.2019 2.3318 -2.5236 0.79
H -1.6984 1.4750 -2.5269 0.60
H -2.5033 2.9139 -0.8799 -0.22
H -1.0686 2.6377 0.1408 0.54
H 0.1145 4.2680 -1.4934 0.46
H -1.1268 4.8964 -0.3567 0.52
H -2.0276 5.7612 -2.1162 0.32
H -0.9959 3.9680 -5.2921 0.23
H 0.6794 5.2612 -4.2378 0.24
H 0.0575 6.2946 -3.0953 0.27
H -1.8561 -0.5863 -3.1627 1.10
H -1.1969 -3.2978 -2.2931 0.11
H -3.3075 -2.0068 -3.5664 0.30
H -2.4401 -2.7224 -4.9666 0.46
H -3.0182 -3.7238 -3.6514 0.51
H -1.8302 0.1065 0.2591 0.84
H -3.6553 1.2455 0.7382 0.43
H -5.2488 0.5354 0.3866 0.53
H -4.6716 1.8831 -0.5815 0.40
H -5.5019 -1.1648 -0.9436 0.36
C 3.6301 3.6560 -1.0138 -0.98
C 5.0720 3.6815 -0.5255 -0.53
N 5.1788 3.7471 0.9189 0.11
C 6.5137 4.0815 1.3908 -0.73
C 7.6491 3.0940 1.1005 -0.95
C 4.4937 2.6956 1.6406 -0.87
C 4.8741 1.2442 1.3171 -0.12
H 3.0677 4.4932 -0.5979 0.33
H 3.6065 3.7366 -2.1023 0.54
H 3.1184 2.7277 -0.7456 -0.15
H 5.5528 4.5705 -0.9390 0.53
H 5.6061 2.8155 -0.9496 0.24
H 6.4650 4.2629 2.4671 0.36
H 6.7816 5.0469 0.9518 0.43
H 7.5864 2.2033 1.7249 0.24
H 8.6078 3.5666 1.3181 0.40
H 7.6694 2.7847 0.0548 0.27
H 3.4182 2.8102 1.4643 0.33
H 4.6133 2.8684 2.7118 0.40
H 4.9270 1.0683 0.2442 0.14
H 4.1200 0.5696 1.7305 -0.25
H 5.8263 0.9530 1.7555 0.25